(1)
Computed, not measured: a structure of composition C29H42AsIrNP, with wB97M-V/def2-TZVPD.

For the energy above the lowest of the compared OMol25 structures with the same formula, charge and spin, the calculation gives 400.6 kJ/mol. The calculation puts the highest occupied orbital energy (spin up / spin down) at -16.9 / -16.9 eV. The expectation value of S² is 0.786. As for the spin multiplicity: 2. As for the frontier orbital gap (spin up / spin down): 6.1061 / 5.6491 eV. Its net charge is +3.

```
75
Properties=species:S:1:pos:R:3:forces:R:3:lowdin_charge:R:1
Ir -0.6806 -0.9970 0.8812 -0.1 0.1 0.2 1.04
N 1.2877 -0.5909 0.2499 -0.2 0.1 -0.2 -0.03
C 2.4317 -0.2839 1.1199 -0.1 0.1 0.2 -0.25
C 3.6768 -0.3324 0.5193 0.1 0.1 0.1 -0.01
C 4.8090 0.0026 1.2490 0.0 0.0 -0.1 -0.02
C 4.6841 0.3956 2.5716 0.0 0.0 0.1 -0.02
C 3.4354 0.4376 3.1650 0.0 0.0 -0.1 0.01
C 2.2741 0.1055 2.4545 0.1 0.0 0.0 -0.13
C 0.9964 0.0112 3.1774 -0.1 -0.2 0.0 -0.16
C 0.7890 0.5518 4.4401 0.0 -0.1 -0.1 0.01
C -0.3439 0.2199 5.1844 -0.1 0.0 0.1 0.02
C -1.3053 -0.6804 4.7285 0.0 0.0 0.1 -0.03
C -1.1469 -1.2072 3.4623 0.2 0.1 -0.2 -0.10
C -0.0704 -0.7629 2.6596 -0.2 0.2 0.3 -0.29
H 1.5982 -1.3012 -0.4134 -0.1 0.0 0.0 0.12
H 1.1339 0.2643 -0.2963 0.1 -0.1 -0.1 -0.01
H 3.7756 -0.6391 -0.5154 0.0 0.0 0.0 0.13
H 5.7843 -0.0614 0.7860 0.0 0.0 0.0 0.13
H 5.5630 0.6388 3.1521 0.0 0.0 0.0 0.13
H 3.3665 0.6832 4.2145 0.0 0.0 0.0 0.12
H 1.5224 1.2129 4.8806 0.0 0.0 0.0 0.13
H -0.4514 0.6396 6.1772 0.0 0.0 0.0 0.14
H -2.1184 -0.9881 5.3714 0.0 0.0 0.0 0.13
H -1.8410 -1.9509 3.0675 0.0 0.0 0.0 0.11
C -4.2505 -1.7553 0.8600 0.0 0.0 0.0 -0.06
C -4.1349 -0.2303 0.7440 0.0 0.0 0.1 -0.66
C -5.3299 0.3368 -0.0363 0.0 0.0 0.0 -0.05
C -4.1383 0.4119 2.1368 0.0 0.0 0.0 -0.07
P -2.5106 0.1885 -0.0600 0.5 -0.1 0.0 1.08
C -2.4656 2.0169 -0.2056 0.1 0.0 0.0 -0.26
C -3.1987 2.5384 -1.2476 0.0 0.0 0.0 -0.06
C -3.2904 3.9208 -1.4769 0.0 0.0 0.0 0.04
C -2.6483 4.8254 -0.6385 0.0 0.0 0.0 0.00
C -1.9126 4.3405 0.4137 0.0 0.0 0.0 0.01
C -1.7225 2.9296 0.6548 -0.4 0.1 0.1 -0.37
C -2.2394 -0.5775 -1.7474 -0.1 0.1 0.0 -0.67
C -1.1785 0.2278 -2.5055 0.0 0.0 0.0 -0.07
C -1.6801 -1.9603 -1.3691 -0.1 -0.1 0.0 -0.11
C -3.4496 -0.8073 -2.6555 0.0 0.1 0.0 -0.05
H -5.1286 -1.9878 1.4637 0.0 0.0 0.0 0.11
H -3.3889 -2.2135 1.3576 0.0 0.0 0.0 0.07
H -4.3891 -2.2390 -0.1055 0.0 0.0 0.0 0.08
H -6.2322 0.0598 0.5126 0.0 0.0 0.0 0.12
H -5.4287 -0.0654 -1.0402 0.0 0.0 0.0 0.08
H -5.3128 1.4254 -0.0829 0.0 0.0 0.0 0.08
H -5.0089 0.0398 2.6782 0.0 0.0 0.0 0.11
H -4.2419 1.4955 2.0708 0.0 0.0 0.0 0.09
H -3.2529 0.1788 2.7303 0.0 0.0 0.0 0.05
H -3.7494 1.8852 -1.9113 0.0 0.0 0.0 0.11
H -3.8842 4.2768 -2.3093 0.0 0.0 0.0 0.14
H -2.7499 5.8904 -0.7963 0.0 0.0 0.0 0.14
H -1.4193 5.0275 1.0918 0.0 0.0 0.0 0.14
H -0.5117 2.8259 0.0962 0.3 -0.1 0.0 0.02
H -0.2896 0.4332 -1.9011 0.0 0.0 0.0 0.04
H -1.5644 1.1807 -2.8624 0.0 0.0 0.0 0.08
H -0.8666 -0.3445 -3.3802 0.0 0.0 0.0 0.11
H -0.7988 -2.0247 -0.6552 0.2 -0.1 -0.2 0.01
H -1.2138 -2.4204 -2.2443 0.0 0.0 0.0 0.13
H -2.4305 -2.6413 -0.9771 0.0 0.0 -0.1 0.09
H -3.8597 0.1183 -3.0573 0.0 0.0 0.0 0.09
H -4.2448 -1.3647 -2.1686 0.0 0.0 0.0 0.08
H -3.1195 -1.4010 -3.5112 0.0 0.0 0.0 0.12
C 1.1748 4.2437 -1.6553 0.0 -0.1 0.0 -0.31
As 1.2690 2.8631 -0.3008 -0.1 0.1 0.0 1.23
C -1.3951 2.5696 2.0956 0.1 0.0 -0.1 -0.03
C 1.9491 3.8783 1.2013 0.0 0.0 0.0 -0.31
H 0.8440 5.1891 -1.2282 0.0 0.0 0.0 0.04
H 0.5249 3.9339 -2.4708 0.0 0.0 0.0 0.03
H 2.1836 4.3798 -2.0528 0.0 0.0 0.0 0.05
H -0.7096 3.3053 2.5144 0.0 0.0 0.0 0.09
H -0.9421 1.5848 2.1730 0.0 0.0 0.0 0.04
H -2.3070 2.5883 2.6891 0.0 0.0 0.0 0.10
H 1.4454 4.8403 1.2918 0.0 0.0 0.0 0.04
H 3.0075 4.0692 1.0069 0.0 0.0 0.0 0.05
H 1.8636 3.3032 2.1200 0.0 0.0 0.0 0.01
```
Positions in Å, forces in eV/Å.

(2)
Computed, not measured: a structure of composition C10H25AlB3O7, with wB97M-V/def2-TZVPD.

The calculation puts the highest occupied orbital energy at -4.6 eV. As for the spin multiplicity: 1. As for the frontier orbital gap: 7.2626 eV. Its net charge is -1.

```
46
Properties=species:S:1:pos:R:3:forces:R:3:lowdin_charge:R:1
C 4.5592 1.2412 2.1511 -0.2 -0.3 0.0 -0.11
C 3.6082 0.2641 1.4295 0.1 0.4 0.3 -0.26
C 2.5849 0.9626 0.5322 0.1 -0.3 -0.4 -0.20
C 1.3476 0.0942 0.2429 0.2 0.4 0.1 -0.13
C 0.0708 0.5333 0.9866 -0.1 -0.9 0.5 -0.34
O -0.4751 -0.5807 1.6813 -0.2 0.0 -0.1 -0.16
Al -1.5685 -1.4861 0.5561 -0.3 0.8 0.1 0.32
C -3.4418 -1.6436 1.3198 -0.2 -0.2 0.2 -0.06
B -4.0118 -0.2358 1.3429 0.1 0.1 0.2 -0.78
O -4.6702 0.3135 0.2403 -0.3 -0.3 0.0 0.11
O -3.8625 0.6025 2.4652 0.3 0.5 -0.5 0.10
B -0.9408 -3.3999 -0.1551 0.3 -0.1 0.0 -0.54
O -0.8927 -4.4941 0.7032 0.3 -0.4 -0.3 0.09
O -0.6749 -3.7485 -1.4799 0.2 -0.2 0.2 -0.05
C 0.3247 -2.9803 -2.1240 -0.3 0.0 -0.4 -0.11
O -1.6326 -0.0817 -0.6040 0.4 -0.4 0.0 -0.15
C -1.0494 1.0202 0.0499 -0.2 0.5 0.0 -0.28
B -0.7368 2.2448 -0.8873 0.2 0.0 0.0 -0.39
O -0.5928 3.4936 -0.2557 -0.1 -0.3 0.2 0.10
C -0.6165 2.1986 -2.4593 0.2 -0.1 0.0 -0.14
C 0.0567 0.9546 -3.0494 0.0 0.0 -0.2 -0.12
H 5.5649 1.2141 1.7368 0.1 0.2 -0.1 0.06
H 4.6413 0.9922 3.2084 0.1 0.0 0.1 0.06
H 4.1713 2.2564 2.0930 0.1 0.1 0.0 0.06
H 3.0615 -0.3222 2.1677 0.0 -0.1 0.0 0.10
H 4.2148 -0.4229 0.8399 -0.2 -0.2 0.0 0.10
H 3.0672 1.2135 -0.4164 0.1 0.2 0.0 0.11
H 2.2945 1.9059 0.9971 -0.1 0.1 0.0 0.10
H 1.5554 -0.9291 0.5530 0.0 -0.1 0.0 0.11
H 1.1520 0.0698 -0.8269 -0.1 -0.1 -0.1 0.09
H 0.3046 1.3013 1.7307 0.1 0.2 -0.1 0.14
H -4.0157 -2.2816 0.6433 0.1 -0.1 -0.1 0.06
H -3.4217 -2.0924 2.3157 0.1 -0.1 0.0 0.05
H -4.1219 0.9918 -0.1558 0.0 0.3 0.0 0.08
H -2.9336 0.6079 2.7181 0.0 -0.3 0.4 0.08
H -0.5709 -4.2215 1.5626 -0.5 0.1 0.3 0.07
H 1.0302 -3.6550 -2.6107 0.0 -0.1 0.0 0.08
H -0.1210 -2.3498 -2.8959 0.0 0.1 0.0 0.08
H 0.8898 -2.3584 -1.4306 0.0 0.1 0.0 0.06
H -1.7803 1.4523 0.7701 -0.1 0.1 0.0 0.14
H -1.3649 4.0424 -0.3924 0.0 0.4 -0.1 0.09
H -1.6221 2.2837 -2.8857 -0.1 0.0 0.1 0.11
H -0.0827 3.0965 -2.7820 0.0 0.1 -0.1 0.09
H -0.2580 0.0515 -2.5350 -0.1 0.0 0.0 0.04
H -0.1842 0.8587 -4.1091 0.0 -0.1 -0.1 0.07
H 1.1436 1.0222 -2.9826 0.1 0.0 0.1 0.07
```
Positions in Å, forces in eV/Å.

(3)
Computed, not measured: an isolated molecule of C4H7NO, with wB97M-V/def2-TZVPD.

For the energy above the lowest of the compared OMol25 structures with the same formula, charge and spin, the calculation gives 370.6 kJ/mol. The calculation puts the highest occupied orbital energy at -9.2 eV. As for the spin multiplicity: 1. The SMILES is C1N[C@H]1[C@H]1CO1. As for the frontier orbital gap: 10.3240 eV. Its net charge is 0.

```
13
Properties=species:S:1:pos:R:3:forces:R:3:lowdin_charge:R:1
C 0.3665 1.8402 -0.1785 -0.2 0.6 -0.3 -0.17
N 1.0314 0.7990 0.5750 -0.1 -0.2 -0.5 0.02
C 0.1162 0.4548 -0.6138 0.4 -0.2 0.3 -0.22
C -0.7856 -0.7197 -0.3858 0.0 0.2 0.0 -0.28
C -0.1630 -1.7635 0.4382 0.1 -0.3 0.0 -0.11
O -1.2544 -0.9743 0.9173 -0.2 0.1 0.3 -0.04
H -0.3284 2.5311 0.2747 -0.2 -0.1 0.2 0.11
H 1.1082 2.2715 -0.8428 -0.4 0.6 -0.1 0.10
H 0.4879 0.7022 1.4512 0.1 -0.5 -0.8 0.10
H 0.5243 0.3200 -1.6282 0.8 -0.4 0.7 0.14
H -1.4183 -1.0565 -1.2135 0.0 0.4 0.3 0.14
H -0.3730 -2.8182 0.2791 -0.1 0.1 0.0 0.11
H 0.8070 -1.5209 0.8705 -0.2 -0.2 0.0 0.11
```
Positions in Å, forces in eV/Å.

(4)
Computed, not measured: a structure of composition C23H39CaCl2N6O3, with wB97M-V/def2-TZVPD.

The calculation puts the highest occupied orbital energy at -4.9 eV. As for the spin multiplicity: 1. As for the frontier orbital gap: 7.0666 eV. Its net charge is -1.

```
74
Properties=species:S:1:pos:R:3:forces:R:3:lowdin_charge:R:1
O 1.4744 0.6647 -1.3804 -0.9 0.4 1.1 -0.37
C 2.4205 0.0197 -2.0950 0.2 -0.5 -0.3 -0.46
C 2.0509 -0.0397 -3.6000 0.3 -0.2 0.2 -0.18
C 0.7240 0.0817 -4.0274 0.2 0.2 0.1 -0.06
H -0.0770 0.1623 -3.2844 0.3 0.2 -0.2 0.03
C 0.4254 0.0827 -5.3913 0.2 -0.2 0.1 -0.09
H -0.6104 0.2600 -5.6951 0.3 -0.2 -0.1 0.10
C 1.4304 -0.1815 -6.3264 0.1 0.1 0.1 -0.12
H 1.1885 -0.2168 -7.3879 0.1 0.0 0.2 0.08
C 2.7510 -0.3871 -5.8976 -0.3 0.1 0.1 -0.11
H 3.5306 -0.6332 -6.6205 -0.2 0.1 0.1 0.09
C 3.0585 -0.2757 -4.5403 -0.3 0.0 -0.2 -0.06
H 4.0795 -0.4120 -4.1759 -0.2 0.0 -0.2 0.11
H 3.3873 0.5646 -2.0113 0.2 0.0 -0.3 0.13
C 3.4097 -1.4644 -0.1817 0.1 -0.1 0.1 -0.06
C 2.7073 -1.3900 -1.5113 -0.7 -0.3 -1.0 -0.25
H 3.9486 -2.4191 -0.0852 -0.1 0.4 0.1 0.07
H 2.6787 -1.4032 0.6436 0.3 -0.1 -0.2 0.06
H 4.1312 -0.6475 -0.0534 -0.1 0.0 -0.1 0.07
C 2.1818 -2.4744 -2.1081 0.2 0.3 0.3 -0.14
C 2.3038 -3.8877 -1.6369 0.0 -0.3 0.1 -0.16
H 1.5507 -2.3483 -2.9932 0.4 0.1 0.1 0.11
H 2.8544 -4.5029 -2.3637 -0.1 0.1 0.0 0.07
H 1.3049 -4.3254 -1.5116 0.3 0.1 0.0 0.02
H 2.8111 -3.9584 -0.6683 -0.2 -0.1 -0.2 0.05
Ca -0.0957 -0.3065 -0.0330 0.2 -0.2 -0.5 0.98
Cl -2.1119 -0.3076 -1.7659 -0.2 0.0 -0.2 -0.14
Cl -0.0844 -3.0228 0.3639 0.4 -0.1 -0.1 -0.07
H -0.8295 4.3832 -3.3938 0.0 -0.1 -0.1 0.08
H -3.0619 3.8346 -2.1028 0.1 0.0 0.1 0.08
C -0.5873 3.3416 -3.1351 0.1 0.5 0.1 -0.05
C -2.6127 2.8943 -1.7569 0.0 -0.5 -0.2 -0.09
N -1.1643 2.9887 -1.8531 0.0 0.4 0.3 -0.18
H 0.5012 3.2273 -3.0667 -0.3 -0.1 -0.2 0.09
C -0.3650 2.7797 -0.8003 -0.2 -1.1 0.6 -0.33
O -0.6613 2.0819 0.1928 0.2 1.4 -0.6 -0.14
H -2.8923 2.6932 -0.7195 0.1 0.0 -0.2 0.08
H 0.6125 3.2916 -0.8747 -0.1 -0.5 -0.1 0.14
H -0.9712 2.6818 -3.9251 0.2 0.0 0.3 0.09
H -2.9682 2.0680 -2.3814 0.0 0.1 0.2 0.02
H 2.7435 1.5161 4.6418 0.0 -0.1 -0.1 0.09
H 3.4106 3.7485 3.3265 0.0 -0.1 -0.2 0.09
C 3.2159 1.0469 3.7680 0.2 0.1 -0.1 -0.03
C 3.6478 3.1037 2.4693 -0.1 -0.1 0.0 -0.05
N 2.9536 1.8322 2.5707 0.2 0.1 0.5 -0.18
H 2.8285 0.0372 3.6296 0.1 0.2 0.0 0.09
C 1.9829 1.4675 1.7294 -1.1 -1.5 -0.5 -0.27
O 1.3728 0.3737 1.8085 0.8 1.8 0.2 -0.12
H 3.3615 3.6076 1.5416 0.1 -0.1 0.2 0.09
H 1.7510 2.1991 0.9319 0.2 -0.4 0.2 0.13
H 4.2966 1.0265 3.9382 -0.1 -0.1 0.0 0.09
H 4.7329 2.9412 2.4724 -0.2 0.0 -0.1 0.09
C -2.8229 -1.6555 1.2545 -0.2 -0.4 0.1 -0.26
N -1.8219 -0.7374 1.8375 0.1 0.3 0.1 -0.19
C -1.1534 -1.4046 2.9732 -0.3 -0.2 0.2 -0.22
N -2.1288 -1.8152 4.0069 -0.2 0.4 0.0 -0.09
C -3.1360 -2.7064 3.3777 0.0 0.6 -0.2 -0.17
N -3.8403 -2.0507 2.2486 0.1 0.4 0.4 -0.09
C -4.4898 -0.8220 2.7666 0.6 -0.3 0.1 -0.18
N -3.5140 0.1134 3.3695 0.1 -0.1 0.0 -0.10
C -2.5134 0.4607 2.3341 -0.2 -0.4 0.2 -0.18
C -2.8189 -0.5883 4.4721 -0.1 -0.3 -0.6 -0.18
H -2.2835 -2.5561 0.9222 -0.4 0.4 0.0 0.02
H -3.2825 -1.1566 0.3907 0.0 -0.2 0.3 0.05
H -0.4332 -0.6995 3.4201 -0.2 -0.3 -0.1 0.11
H -0.6379 -2.2898 2.5791 -0.1 0.3 0.2 0.03
H -3.8867 -2.9622 4.1367 0.2 -0.1 -0.1 0.11
H -2.6372 -3.6160 3.0094 -0.1 0.3 0.1 0.13
H -5.0104 -0.3105 1.9428 0.1 -0.2 0.2 0.12
H -5.2055 -1.1146 3.5477 0.0 0.1 -0.2 0.11
H -1.7680 1.1370 2.7749 -0.2 0.0 -0.2 0.12
H -3.0309 0.9380 1.4914 0.2 0.0 0.2 0.12
H -3.5691 -0.8687 5.2237 0.2 0.1 -0.1 0.11
H -2.0765 0.0943 4.9134 -0.2 -0.2 -0.1 0.12
```
Positions in Å, forces in eV/Å.

(5)
Computed, not measured: a structure of composition C26H25Cl2CoN6O2S5, with wB97M-V/def2-TZVPD.

For the energy above the lowest of the compared OMol25 structures with the same formula, charge and spin, the calculation gives 0.0 kJ/mol. The calculation puts the highest occupied orbital energy (spin up / spin down) at -4.9 / -5.0 eV. The expectation value of S² is 3.758. As for the spin multiplicity: 4. As for the frontier orbital gap (spin up / spin down): 6.9990 / 7.0811 eV. Its net charge is -1.

```
67
Properties=species:S:1:pos:R:3:forces:R:3:lowdin_charge:R:1
Co -1.1599 -0.2976 -0.2766 -0.2 -0.1 0.0 0.54
Cl -4.2190 0.1899 -6.3945 0.0 0.0 0.0 0.62
C -3.4134 0.6273 -4.9127 0.0 0.0 0.0 -0.68
C -2.7571 -0.3623 -4.1969 -0.2 -0.1 -0.2 -0.05
C -2.0999 -0.0702 -3.0137 0.0 -0.1 0.1 -0.21
N -1.4129 -1.0335 -2.2378 0.1 0.2 0.0 0.04
C -0.6792 -1.9025 -2.9462 0.1 -0.1 0.0 -0.48
O -0.5779 -1.9685 -4.1745 0.1 -0.1 -0.2 0.00
C 0.1442 -2.9157 -2.1708 -0.1 0.0 0.0 -0.19
C 0.9256 -3.8144 -2.8931 0.0 -0.1 0.0 -0.01
C 1.6386 -4.7748 -2.2025 0.0 0.0 0.0 -0.07
C 1.5324 -4.8295 -0.8204 0.0 0.0 0.0 -0.07
C 0.7325 -3.8923 -0.1901 0.0 0.1 0.0 -0.15
N 0.0752 -2.9375 -0.8466 0.0 0.0 0.2 0.09
C -2.1223 1.2497 -2.5310 0.0 0.1 0.1 -0.20
C -2.7579 2.2429 -3.2648 -0.1 0.2 -0.1 -0.04
C -3.4039 1.9340 -4.4511 0.0 0.0 0.0 -0.68
Cl -4.1902 3.2169 -5.3300 0.0 -0.1 0.0 0.62
N -1.5529 1.4402 -1.2711 0.0 0.0 0.2 0.03
C -1.2178 2.6435 -0.8084 0.0 -0.1 0.0 -0.48
O -1.1758 3.7268 -1.3959 0.0 0.1 0.0 0.01
C -0.8808 2.6211 0.6766 -0.2 0.0 -0.2 -0.21
C -0.4455 3.7841 1.2931 0.0 0.1 0.1 -0.01
C -0.2539 3.7777 2.6642 0.0 -0.1 0.0 -0.06
C -0.5435 2.6160 3.3672 0.0 0.1 0.0 -0.04
C -0.9634 1.5007 2.6621 0.1 0.0 0.0 -0.13
N -1.1008 1.4821 1.3386 0.1 0.1 0.1 0.09
H -2.7455 -1.3701 -4.5813 0.0 0.1 0.0 0.11
H 0.9358 -3.7397 -3.9706 0.0 0.0 0.0 0.11
H 2.2574 -5.4872 -2.7344 0.0 0.0 0.0 0.10
H 2.0576 -5.5787 -0.2435 0.0 0.0 0.0 0.10
H 0.6052 -3.8974 0.8852 0.0 0.0 0.1 0.08
H -2.7464 3.2611 -2.9079 0.0 0.0 0.0 0.10
H -0.2924 4.6592 0.6775 0.0 0.0 0.0 0.11
H 0.0943 4.6640 3.1795 0.0 0.0 0.0 0.10
H -0.4396 2.5630 4.4423 0.0 0.0 0.0 0.11
H -1.2038 0.5853 3.1810 0.0 0.0 0.0 0.06
C -3.9055 -0.3006 4.2523 0.0 0.0 0.0 -0.40
S -3.2647 -1.9292 4.7108 0.0 0.0 0.0 0.79
C -1.6229 -1.8052 4.1122 0.0 0.0 0.1 -1.03
C -1.2583 -1.7401 2.8099 0.3 0.0 -0.2 -1.14
S -2.2273 -1.7541 1.3799 -0.2 0.1 0.0 0.57
S 0.4745 -1.5821 2.5742 0.1 0.0 0.0 0.87
C 1.0005 -1.5674 4.2168 -0.2 -0.1 -0.1 -1.51
S 2.5793 -1.4592 4.6774 0.1 0.1 0.0 0.48
S -0.3291 -1.7079 5.2993 -0.1 0.0 0.0 0.89
H -4.9595 -0.2894 4.5276 0.0 0.0 0.0 0.03
H -3.8126 -0.1618 3.1760 0.0 0.0 0.0 0.01
H -3.3853 0.4870 4.7939 0.0 0.0 0.0 0.03
C 3.6397 2.0182 1.0593 0.0 0.0 0.0 -0.04
C 3.1371 0.9096 0.1424 0.0 -0.1 -0.1 -0.63
C 3.3995 1.2826 -1.3233 0.0 0.0 0.1 -0.04
C 3.8267 -0.4062 0.4963 0.1 0.1 0.0 -0.04
N 1.7055 0.7738 0.4597 -0.1 0.0 -0.1 -0.04
N 0.9683 -0.1306 -0.3577 0.2 -0.1 0.1 -0.01
H 4.7215 2.1243 0.9720 0.0 0.0 0.0 0.08
H 3.3895 1.7862 2.0953 0.0 0.0 0.0 0.09
H 3.1831 2.9760 0.7953 0.0 0.0 0.0 0.08
H 4.4599 1.4914 -1.4731 0.0 0.0 0.0 0.08
H 2.8348 2.1744 -1.6073 0.0 0.0 0.0 0.09
H 3.1366 0.4750 -2.0082 0.0 0.0 0.0 0.07
H 4.8946 -0.3369 0.2832 0.0 0.0 0.0 0.08
H 3.4387 -1.2388 -0.0925 0.0 0.0 -0.1 0.07
H 3.6914 -0.6390 1.5552 0.0 0.0 0.0 0.07
H 1.2491 1.6778 0.3907 0.0 -0.1 0.0 0.09
H 1.2898 -1.0760 -0.1596 -0.1 0.1 0.0 0.04
H 1.1019 0.0346 -1.3588 0.1 0.0 0.1 0.10
```
Positions in Å, forces in eV/Å.

Which value of spin multiplicity does entry 3 give?
1

net charge of number 5 (C26H25Cl2CoN6O2S5)?
-1

What is the net charge in the first record?
+3